1.
Entry from the Open Molecules 2025 dataset: a molecular structure, C24H58N7OReS2SeSi (ωB97M-V/def2-TZVPD).

Output
Multiplicity   4
Electronic energy   -4972.59364 Ha
Charge   +3
Frontier orbital gap (alpha / beta)   7.07 / 6.82 eV
LUMO (alpha / beta)   -0.2944 / -0.3107 hartree
⟨S²⟩   3.78
F_max   0.50 eV/A
ΔE to the lowest compared entry with this formula, charge and spin   35.3 kcal/mol

Atoms and positions in Å:
Re  -0.31  0.44  1.42
N  -2.43  0.17  2.12
C  -2.87  0.58  3.49
C  -2.33  -0.37  4.53
N  -0.91  -0.60  4.31
C  0.04  0.09  5.16
C  0.24  1.50  4.63
N  0.71  1.46  3.22
H  -2.97  0.72  1.44
H  -2.69  -0.80  1.97
H  -3.96  0.60  3.54
H  -2.52  1.59  3.66
H  -2.86  -1.32  4.47
H  -2.54  0.05  5.52
H  -0.70  -1.59  4.26
H  0.99  -0.44  5.12
H  -0.27  0.14  6.21
H  0.95  2.04  5.25
H  -0.70  2.05  4.66
H  1.64  1.04  3.22
H  0.83  2.41  2.88
C  -2.69  4.22  1.42
C  -2.26  4.34  -0.05
C  -1.15  3.28  -0.21
O  -0.96  2.69  1.12
C  -1.44  3.68  2.07
H  -3.51  3.51  1.53
H  -3.00  5.17  1.84
H  -1.87  5.33  -0.26
H  -3.08  4.15  -0.74
H  -0.20  3.73  -0.52
H  -1.41  2.48  -0.89
H  -0.69  4.47  2.17
H  -1.59  3.21  3.03
C  -0.89  -5.53  3.37
Si  -0.18  -5.46  1.70
C  -1.26  -5.44  0.24
C  1.62  -5.51  1.50
Se  0.43  -1.79  1.59
H  -0.88  -6.56  3.73
H  -1.93  -5.19  3.38
H  -0.30  -4.93  4.07
H  -1.22  -6.42  -0.26
H  -0.91  -4.69  -0.47
H  -2.30  -5.24  0.51
H  2.00  -6.53  1.64
H  2.10  -4.87  2.24
H  1.91  -5.18  0.50
C  -3.65  -2.99  -4.83
C  -2.16  -3.20  -4.58
C  -1.28  -2.07  -5.12
C  -1.67  -0.68  -4.60
N  -1.75  -0.63  -3.13
C  -0.92  -0.15  -2.20
S  -1.65  -0.13  -0.60
N  0.30  0.31  -2.39
C  1.13  0.38  -3.60
C  0.98  1.71  -4.34
C  1.70  2.86  -3.64
C  1.48  4.19  -4.34
H  -4.21  -3.90  -4.64
H  -3.83  -2.70  -5.87
H  -4.08  -2.21  -4.19
H  -1.84  -4.12  -5.05
H  -1.97  -3.32  -3.50
H  -1.35  -2.04  -6.21
H  -0.23  -2.27  -4.86
H  -2.66  -0.43  -4.96
H  -0.99  0.08  -4.97
H  -2.59  -1.02  -2.75
H  0.75  0.64  -1.55
H  0.91  -0.47  -4.24
H  2.16  0.28  -3.26
H  -0.08  1.96  -4.44
H  1.38  1.59  -5.35
H  2.77  2.64  -3.61
H  1.36  2.93  -2.60
H  1.83  4.15  -5.37
H  2.02  5.00  -3.84
H  0.42  4.46  -4.35
C  4.47  2.86  0.87
N  4.31  1.41  0.90
C  5.47  0.53  1.09
C  4.86  -0.88  1.04
N  3.45  -0.59  0.73
C  3.20  0.71  0.70
S  1.66  1.44  0.35
H  5.15  3.14  0.07
H  4.89  3.20  1.82
H  3.51  3.34  0.71
H  5.96  0.75  2.04
H  6.19  0.70  0.29
H  4.94  -1.41  1.99
H  5.30  -1.49  0.26
H  2.70  -1.27  0.78

=====

2.
Entry from the Open Molecules 2025 dataset: a molecular structure, C30H33CaN13OS3 (ωB97M-V/def2-TZVPD).

Output
Electronic energy   -3822.48643 Ha
Charge   0
Frontier orbital gap   5.57 eV
LUMO   -0.0345 hartree
F_max   1.06 eV/A
ΔE to the lowest compared entry with this formula, charge and spin   17.9 kcal/mol

Atoms and positions in Å:
Ca  -0.58  0.41  -0.19
N  -1.29  -0.44  1.98
C  -2.71  -0.22  2.29
C  -3.59  -0.76  1.18
N  -3.24  -0.27  -0.17
C  -3.91  1.00  -0.46
C  -3.35  1.70  -1.69
N  -1.93  1.99  -1.52
C  -3.48  -1.26  -1.22
C  -2.26  -1.56  -2.08
N  -1.08  -1.71  -1.23
H  -1.07  -1.44  1.99
H  -0.70  0.00  2.68
H  -2.86  0.85  2.43
H  -3.01  -0.71  3.23
H  -4.64  -0.54  1.41
H  -3.49  -1.85  1.16
H  -3.79  1.66  0.40
H  -4.99  0.85  -0.60
H  -3.94  2.61  -1.86
H  -3.48  1.07  -2.57
H  -1.83  2.64  -0.73
H  -1.55  2.44  -2.35
H  -4.32  -0.96  -1.86
H  -3.80  -2.20  -0.75
H  -2.07  -0.75  -2.79
H  -2.46  -2.47  -2.66
H  -0.25  -1.98  -1.75
H  -1.21  -2.42  -0.52
S  4.13  -7.10  1.86
N  4.40  -5.53  1.62
C  3.21  -4.95  1.54
C  2.98  -3.53  1.33
C  4.03  -2.62  1.20
C  3.72  -1.29  1.03
C  2.37  -0.92  0.98
N  1.37  -1.77  1.08
C  1.66  -3.07  1.27
C  0.52  -4.02  1.42
N  -0.72  -3.54  1.37
C  -1.74  -4.38  1.52
C  -1.59  -5.74  1.74
C  -0.32  -6.26  1.79
C  0.76  -5.39  1.63
C  2.14  -5.85  1.69
N  2.52  -7.10  1.88
H  5.05  -2.97  1.25
H  4.48  -0.53  0.95
H  2.13  0.13  0.88
H  -2.73  -3.94  1.48
H  -2.46  -6.37  1.85
H  -0.13  -7.31  1.95
S  -1.72  2.82  1.57
C  -0.56  4.12  1.65
C  -0.95  5.37  2.12
C  -0.07  6.44  2.21
C  -0.54  7.70  2.69
N  -0.94  8.71  3.07
C  1.27  6.25  1.83
C  1.67  5.01  1.37
C  0.79  3.94  1.27
S  1.40  2.42  0.64
C  2.22  7.32  1.89
N  3.00  8.16  1.94
H  -1.98  5.52  2.42
H  2.70  4.86  1.08
C  3.16  2.29  -4.57
N  2.56  1.37  -3.65
C  2.75  -0.06  -3.71
C  1.81  -0.54  -2.60
O  1.65  -1.70  -2.30
N  1.18  0.55  -2.05
C  1.64  1.63  -2.70
N  1.18  2.85  -2.42
H  4.23  2.09  -4.64
H  3.04  3.31  -4.24
H  2.73  2.19  -5.57
H  3.78  -0.35  -3.49
H  2.45  -0.49  -4.67
H  1.02  2.95  -1.39
H  1.67  3.64  -2.82

=====

3.
Entry from the Open Molecules 2025 dataset: a molecular structure, C10H9BrNO2S2Sc (ωB97M-V/def2-TZVPD).

Output
Electronic energy   -4722.95486 Ha
Charge   0
Frontier orbital gap   7.45 eV
LUMO   -0.0270 hartree
F_max   2.88 eV/A

Atoms and positions in Å:
Sc  -0.42  0.40  -0.12
Br  1.89  -2.62  0.03
C  0.90  -2.19  1.55
C  1.11  -2.99  2.70
C  0.39  -2.67  3.84
C  -0.41  -1.54  3.85
C  -0.56  -0.84  2.68
N  0.09  -1.11  1.52
C  -1.43  0.40  2.63
O  -1.95  0.78  3.65
O  -1.49  0.95  1.46
H  1.75  -3.86  2.62
H  0.56  -3.29  4.70
H  -1.05  -1.16  4.65
C  1.25  2.73  -2.87
C  0.72  1.41  -2.23
S  1.81  0.75  -0.96
C  -0.41  0.81  -2.69
C  -1.28  1.37  -3.79
S  -1.05  -0.78  -2.03
H  2.30  2.61  -3.06
H  1.03  3.53  -2.09
H  0.71  2.89  -3.77
H  -1.35  2.45  -3.74
H  -2.24  0.90  -3.77
H  -0.87  1.05  -4.75